Entry 1:
40
Properties=species:S:1:pos:R:3:nbo_charge:R:1 method="wB97M-V/def2-TZVPD" relative_energy_kcal_mol=8.5 energy_ha=-1766.87456 homo_lumo_gap_ev=11.242 charge=0
O 2.16025 1.46564 1.06905 -0.614
C 1.10337 0.92090 1.20520 0.979
O 0.03306 1.12563 0.47891 -0.454
C -0.98672 0.19513 0.86685 -0.145
C -0.26043 -0.79972 1.76849 0.431
F 0.20753 -1.84727 1.03219 -0.344
O 0.91108 -0.05199 2.12356 -0.495
H -1.79269 0.77190 1.31752 0.214
H -1.44691 -0.29989 0.01227 0.244
H -0.78718 -1.08405 2.67332 0.188
O 4.61975 -4.62878 3.16586 -0.547
C 4.08811 -4.05790 2.28191 0.970
O 4.47272 -2.90684 1.69794 -0.482
C 3.57418 -2.53067 0.68207 -0.129
C 2.76394 -3.83067 0.48532 0.431
F 3.27094 -4.57031 -0.52970 -0.337
O 2.90386 -4.46393 1.72785 -0.495
H 3.01996 -1.63382 0.95777 0.208
H 4.08233 -2.33711 -0.26501 0.207
H 1.71208 -3.63817 0.29158 0.172
O 1.05930 4.45647 -2.42094 -0.554
C 1.94919 4.33043 -1.65985 0.969
O 3.24997 4.17813 -1.99902 -0.487
C 3.85067 3.54277 -0.89097 -0.136
C 3.12856 4.22333 0.26576 0.433
F 3.58430 5.47872 0.55542 -0.342
O 1.83157 4.34303 -0.30876 -0.494
H 3.57685 2.48603 -0.82577 0.204
H 4.93270 3.64147 -0.88070 0.214
H 3.11794 3.59753 1.15467 0.190
O -3.94777 -0.87600 -0.54612 -0.581
C -5.05811 -0.87240 -0.97888 0.974
O -6.17272 -0.74174 -0.27055 -0.461
C -7.25692 -0.71545 -1.17585 -0.139
C -6.65611 -0.40887 -2.50263 0.428
F -6.53010 0.94166 -2.73516 -0.339
O -5.34093 -0.96362 -2.33193 -0.490
H -7.79445 -1.66593 -1.21310 0.204
H -7.98363 0.06203 -0.92573 0.222
H -7.18953 -0.83568 -3.35282 0.182



Entry 2:
60
Properties=species:S:1:pos:R:3:nbo_charge:R:1 method="wB97M-V/def2-TZVPD" energy_ha=-1466.08651 homo_lumo_gap_ev=5.750 charge=+1
C 3.51756 -0.32610 3.62463 -1.119
Si 2.01109 0.57874 2.99350 1.589
C 1.22929 1.54468 4.38706 -1.118
C 2.42066 1.70887 1.56793 -1.125
C 0.80737 -0.73264 2.26475 -0.029
C 0.87920 -2.06940 2.40775 -0.523
O -0.07115 -0.35089 1.23880 -0.564
C -0.91989 0.74555 1.34709 0.367
C -1.01826 1.53968 0.20382 -0.287
C -1.60293 2.79721 0.32921 -0.179
C -2.19230 3.17934 1.53987 -0.234
C -2.19313 2.31105 2.63615 -0.192
C -1.57771 1.06042 2.53956 -0.313
H 4.33652 0.39430 3.76374 0.253
H 3.31777 -0.80510 4.59342 0.244
H 3.85064 -1.09597 2.91570 0.234
H 1.93142 2.32447 4.71848 0.248
H 0.29435 2.03139 4.08261 0.253
H 1.01226 0.88980 5.24198 0.242
H 3.39419 2.18695 1.75127 0.246
H 2.48355 1.13945 0.63030 0.241
H 1.66496 2.49642 1.44688 0.254
H 0.00586 -2.67433 2.15042 0.198
H 1.68799 -2.49733 2.99754 0.206
H -0.56279 1.18252 -0.71934 0.224
H -1.60075 3.47361 -0.52655 0.223
H -2.66590 4.15994 1.62858 0.226
H -2.66965 2.59732 3.57537 0.226
H -1.53956 0.36055 3.37799 0.233
C 3.93954 -7.74103 2.27817 -0.418
N 3.43835 -6.83195 1.26551 -0.299
C 2.70863 -5.71296 1.51273 0.145
C 2.36044 -5.08441 0.28632 -0.114
C 1.60395 -3.90873 0.18901 0.085
C 1.50995 -3.11480 -1.00190 -0.177
C 2.58675 -2.97855 -1.92870 -0.140
C 2.41573 -2.29042 -3.12779 -0.220
C 1.19004 -1.67632 -3.42228 -0.145
C 0.14311 -1.72867 -2.48957 -0.173
C 0.30789 -2.41242 -1.29270 -0.126
C 2.89849 -5.96435 -0.77042 -0.109
C 2.76677 -6.03826 -2.15044 -0.173
C 3.42900 -7.06169 -2.85209 -0.201
C 4.15612 -8.05294 -2.17577 -0.178
C 4.22996 -8.04814 -0.77398 -0.247
C 3.59707 -7.00568 -0.11249 0.199
H 4.50970 -8.53275 1.78891 0.232
H 4.58888 -7.20987 2.98462 0.232
H 3.11488 -8.19310 2.84517 0.233
H 2.46670 -5.38569 2.51953 0.238
H 0.90134 -3.73582 0.99405 0.239
H 3.55020 -3.43474 -1.68905 0.232
H 3.23924 -2.24436 -3.84473 0.236
H 1.05722 -1.14776 -4.36618 0.235
H -0.81172 -1.24177 -2.69963 0.229
H -0.50089 -2.46674 -0.56106 0.233
H 2.15076 -5.30403 -2.66607 0.233
H 3.37472 -7.08045 -3.94076 0.234
H 4.65939 -8.83691 -2.73927 0.237
H 4.76050 -8.81123 -0.20906 0.229



Entry 3:
10
Properties=species:S:1:pos:R:3:nbo_charge:R:1 method="wB97M-V/def2-TZVPD" relative_energy_kcal_mol=70.2 energy_ha=-297.53241 homo_lumo_gap_ev=9.364 charge=0
N -0.89209 0.95667 -1.50183 -0.859
C -0.20778 0.12422 -0.73642 0.510
N -0.86461 0.07453 0.44424 -0.477
N 0.13839 -0.21103 1.35390 -0.392
C 1.18845 -0.64180 0.60659 0.246
N 1.03962 -0.45530 -0.68071 -0.497
H -0.88182 0.84206 -2.50863 0.380
H -1.52296 0.96984 -0.19494 0.475
H -0.11640 -0.59646 2.25196 0.410
H 2.06917 -1.07102 1.07302 0.204



Entry 4:
12
Properties=species:S:1:pos:R:3:nbo_charge:R:1 method="wB97M-V/def2-TZVPD" relative_energy_kcal_mol=52.7 energy_ha=-373.76084 homo_lumo_gap_ev=8.793 charge=0
H 0.35329 2.81874 -1.02645 0.319
N -0.48176 2.24262 -1.27792 -0.502
C -0.22912 1.14876 -0.70209 0.270
C 1.06563 0.88766 0.07133 0.069
N 1.16109 -0.12877 0.90345 -0.373
C 0.24059 -1.19555 0.66081 0.267
N 0.52046 -2.26083 1.25453 -0.481
H -0.33472 -2.91362 1.03295 0.328
C -0.97311 -0.91410 -0.11309 0.043
N -1.27531 0.18347 -0.80768 -0.348
H 1.67535 1.90236 0.18633 0.201
H -1.78932 -1.62346 -0.20128 0.206